i) The following is a DFT calculation (ωB97M-V/def2-TZVPD) of C3H3NO2S as an isolated structure.

Atoms and positions in Å:
C -0.2500 -0.4042 -0.7281
C -1.0775 -0.9497 0.9934
C 0.2449 0.4273 0.1863
H 0.5105 0.1834 -2.5670
H -1.4700 -1.5054 1.9930
H 2.2881 1.9628 0.8244
N -0.9476 -1.3774 -0.1974
O 0.0628 -0.6254 -1.9990
O -0.4089 0.2318 1.3288
S 1.0475 2.0568 0.1656

charge: 0
LUMO energy: 0.4 eV
HOMO-LUMO gap: 9.33 eV
HOMO energy: -8.88 eV

ii) The following is a DFT calculation (ωB97M-V/def2-TZVPD) of one molecule with the formula C3H3NO2S.

Atoms and positions in Å:
O -1.0247 -0.2826 2.6401
C -0.5180 -0.3461 1.4976
C -0.0232 0.8908 0.6274
C 0.1769 0.2603 -0.6832
S 0.7435 1.0212 -2.0891
N 0.0255 -1.1506 -0.5176
O -0.2549 -1.5323 0.8424
H 0.7492 1.5153 1.2581
H -0.8379 1.6339 0.4405
H 0.4382 -1.7447 -1.1608

charge: 0
LUMO energy: -0.5 eV
HOMO-LUMO gap: 8.70 eV
SMILES: O=C1CC(=S)NO1
HOMO energy: -9.22 eV

iii) The following is a DFT calculation (ωB97M-V/def2-TZVPD) of one molecule with the formula C3H3NO2S.

Atoms and positions in Å:
O 1.8477 -1.7278 -1.0419
C 0.8239 -1.0037 -0.6550
N 0.8507 -0.1460 0.3374
C -0.3591 0.4710 0.2794
S -0.7992 1.6251 1.4933
C -1.0903 -0.0316 -0.7331
O -0.3352 -1.0211 -1.3512
H 2.6493 -1.4519 -0.5763
H -2.0944 1.6301 1.2921
H -2.0690 0.2197 -1.1737

charge: 0
LUMO energy: 0.7 eV
HOMO-LUMO gap: 9.07 eV
SMILES: Oc1nc(S)co1
HOMO energy: -8.41 eV

If you had to name the least stable structure above, which would it be? It would be ii).